Computed, not measured: one molecule with the formula C17H17NO6S2 at a distorted geometry, with wB97M-V/def2-TZVPD.

Output
E_LUMO	0.44	eV
HOMO energy	-8.56	eV
max |F|	0.024	Eh/bohr
molar mass	395.5	g/mol
relative energy (zero: lowest compared OMol25 entry of this formula, charge and spin)	0.0	kcal per mole
SMILES string	COCCOC(=O)c1c(C)oc2ccc(NS(=O)(=O)c3cccs3)cc12

The geometry in XYZ format:
```
43
C17H17NO6S2, DFT wB97M-V/def2-TZVPD
C -1.82 1.35 1.55
O -2.19 0.45 2.58
C -1.34 -0.65 2.74
C 0.12 -0.30 3.06
O 0.81 -0.07 1.84
C 1.71 0.92 1.79
O 2.00 1.61 2.74
C 2.25 1.07 0.44
C 3.27 1.91 0.07
C 4.10 2.83 0.88
O 3.53 1.83 -1.25
C 2.66 0.93 -1.77
C 2.55 0.53 -3.09
C 1.58 -0.41 -3.39
C 0.73 -0.93 -2.40
N -0.25 -1.84 -2.77
S -1.14 -2.82 -1.75
O -0.38 -3.26 -0.62
O -1.75 -3.79 -2.61
C -2.40 -1.72 -1.16
C -3.18 -1.88 -0.06
C -4.13 -0.84 0.08
C -4.05 0.07 -0.92
S -2.81 -0.31 -2.05
C 0.84 -0.53 -1.08
C 1.82 0.41 -0.76
H -2.68 1.99 1.38
H -1.58 0.81 0.62
H -0.96 1.96 1.83
H -1.77 -1.22 3.57
H -1.34 -1.28 1.83
H 0.60 -1.14 3.58
H 0.18 0.59 3.70
H 5.15 2.54 0.83
H 3.76 2.81 1.91
H 4.02 3.85 0.50
H 3.20 0.93 -3.85
H 1.46 -0.75 -4.41
H -0.25 -2.17 -3.72
H -3.08 -2.71 0.61
H -4.83 -0.78 0.89
H -4.63 0.96 -1.06
H 0.22 -0.95 -0.32
```